Version i
Formula: C35H24BrF5N7O4STi
Source: the Open Molecules 2025 dataset
Level of theory: ωB97M-V/def2-TZVPD

Each line ends with the Mulliken charge.
Cartesian coordinates (Å):
Ti 0.50 -1.27 -0.23  -0.73
C 4.50 -1.48 1.25  -1.15
O 3.28 -0.73 1.26  0.25
C 2.94 -0.06 2.38  -0.16
C 3.75 0.11 3.50  -0.84
C 3.29 0.90 4.55  -0.69
Br 4.39 1.13 6.06  -0.18
C 2.08 1.54 4.49  -0.89
C 1.27 1.35 3.37  0.72
C 1.68 0.52 2.35  0.87
O 0.89 0.33 1.26  0.96
C 0.02 2.07 3.15  -0.01
N -0.60 1.98 1.99  0.08
C -1.71 2.80 2.07  0.39
C -2.70 3.07 1.13  -0.14
C -3.70 3.95 1.51  -0.84
C -3.72 4.54 2.78  -0.43
C -2.75 4.27 3.72  -1.23
C -1.74 3.39 3.34  0.24
N -0.62 2.91 4.00  -0.06
H 5.36 -0.81 1.33  0.34
H 4.52 -1.99 0.29  0.26
H 4.50 -2.21 2.06  0.47
H 4.72 -0.35 3.55  0.61
H 1.77 2.19 5.30  0.53
H 0.12 1.04 1.34  0.22
H -2.68 2.62 0.15  0.37
H -4.48 4.19 0.80  0.45
H -4.52 5.22 3.03  0.40
H -2.76 4.74 4.70  0.43
H -0.34 3.14 4.94  0.25
O 0.07 -2.71 -1.13  0.08
C -0.97 -3.36 -1.69  0.56
C -0.77 -4.22 -2.75  -0.75
C -1.87 -4.84 -3.33  -0.60
C -3.15 -4.61 -2.83  -0.94
C -3.34 -3.77 -1.75  -1.23
C -2.24 -3.14 -1.16  0.83
C -2.36 -2.34 0.05  -0.11
N -1.48 -1.45 0.52  1.34
C -1.99 -1.00 1.73  -0.69
C -3.17 -1.61 1.97  -1.03
N -3.39 -2.44 0.90  0.12
H 0.23 -4.39 -3.12  0.57
H -1.73 -5.50 -4.16  0.45
H -4.01 -5.09 -3.30  0.43
H -4.34 -3.59 -1.38  0.50
H -1.47 -0.29 2.34  0.35
H -3.84 -1.54 2.81  0.44
H -4.12 -3.13 0.83  0.26
F 3.38 0.27 -6.47  -0.29
C 3.01 -0.02 -5.22  0.63
C 3.92 0.11 -4.18  0.16
F 5.16 0.52 -4.43  -0.29
C 3.53 -0.19 -2.89  -0.06
F 4.41 -0.04 -1.90  -0.30
C 2.24 -0.62 -2.60  0.42
O 1.93 -0.87 -1.32  0.27
C 1.35 -0.74 -3.65  -0.18
F 0.07 -1.13 -3.44  -0.39
C 1.73 -0.44 -4.95  0.24
F 0.84 -0.57 -5.93  -0.29
N 1.69 1.88 -0.87  0.10
C 0.44 1.78 -1.37  0.30
C -0.05 2.85 -2.16  -1.13
C -1.32 2.79 -2.67  -0.58
C -2.11 1.67 -2.39  -1.16
C -1.57 0.68 -1.63  -0.94
N -0.32 0.70 -1.10  1.99
H 2.28 2.62 -1.22  0.30
H 2.16 1.07 -0.48  -0.38
H 0.60 3.69 -2.36  0.50
H -1.69 3.60 -3.28  0.49
H -3.12 1.57 -2.77  0.59
H -2.15 -0.20 -1.41  0.25
S 1.25 -2.73 1.62  -0.20
C -0.05 -3.82 1.57  0.46
N -0.96 -4.53 1.56  -0.59

Properties
E_HOMO in eV: -11.02
LUMO level in hartree: -0.1219
Net charge: +1
Orbital gap in eV: 7.71

---

Version ii
Formula: C35H24BrF5N7O4STi
Source: the Open Molecules 2025 dataset
Level of theory: ωB97M-V/def2-TZVPD

Each line ends with the Mulliken charge.
Cartesian coordinates (Å):
Ti 0.06 0.93 0.70  0.35
C -1.20 -0.76 3.17  -1.21
O -0.10 -0.64 2.22  0.72
C 0.69 -1.77 2.03  0.03
C 0.86 -2.77 2.97  -0.24
C 1.64 -3.86 2.62  -0.56
Br 1.88 -5.24 3.89  -0.17
C 2.24 -3.96 1.38  -0.48
C 2.06 -2.95 0.44  0.90
C 1.29 -1.86 0.79  -0.31
O 0.97 -0.83 -0.09  1.32
C 2.61 -3.08 -0.92  -0.02
N 2.53 -4.17 -1.62  -0.76
C 3.07 -3.85 -2.86  0.14
C 3.25 -4.64 -3.99  -0.86
C 3.83 -4.05 -5.09  -0.47
C 4.25 -2.71 -5.08  -0.73
C 4.08 -1.91 -3.97  -0.74
C 3.48 -2.51 -2.86  0.64
N 3.14 -2.01 -1.61  0.09
H -0.79 -0.76 4.18  0.33
H -1.74 -1.68 2.97  0.46
H -1.84 0.11 3.02  0.25
H 0.40 -2.71 3.95  0.65
H 2.82 -4.83 1.11  0.62
H 1.50 -0.86 -0.91  -0.69
H 2.93 -5.67 -3.99  0.47
H 3.99 -4.64 -5.99  0.40
H 4.71 -2.30 -5.96  0.40
H 4.40 -0.88 -3.96  0.51
H 3.57 -1.18 -1.20  0.44
O -1.59 0.38 0.21  -0.04
C -2.46 -0.67 0.22  0.69
C -2.07 -1.87 -0.36  -0.68
C -2.94 -2.95 -0.38  -0.81
C -4.20 -2.84 0.19  -0.99
C -4.59 -1.64 0.76  -0.81
C -3.74 -0.54 0.79  0.60
C -4.19 0.71 1.42  -0.19
N -3.56 1.43 2.31  -0.08
C -4.41 2.45 2.66  -0.69
C -5.58 2.34 1.97  -0.46
N -5.43 1.23 1.18  -0.13
H -1.10 -1.93 -0.83  0.53
H -2.62 -3.88 -0.83  0.51
H -4.88 -3.68 0.18  0.43
H -5.57 -1.55 1.22  0.55
H -4.15 3.18 3.40  0.51
H -6.48 2.93 1.96  0.49
H -6.10 0.87 0.52  0.25
F 3.01 3.79 -5.15  -0.28
C 2.40 3.33 -4.07  0.56
C 2.14 1.97 -3.96  0.10
F 2.51 1.13 -4.91  -0.31
C 1.50 1.50 -2.83  0.77
F 1.25 0.19 -2.70  -0.33
C 1.12 2.36 -1.81  -0.78
O 0.54 1.89 -0.70  0.11
C 1.39 3.72 -1.93  0.23
F 1.05 4.55 -0.95  -0.23
C 2.03 4.20 -3.06  0.08
F 2.27 5.50 -3.18  -0.28
N -1.95 3.34 0.27  0.01
C -1.42 3.45 1.51  0.28
C -1.65 4.60 2.29  -1.08
C -1.15 4.66 3.56  -0.40
C -0.41 3.59 4.07  -1.21
C -0.17 2.53 3.25  -0.43
N -0.63 2.46 1.97  1.16
H -2.61 4.05 0.00  0.31
H -2.12 2.42 -0.10  0.04
H -2.25 5.40 1.88  0.42
H -1.33 5.54 4.17  0.45
H -0.02 3.60 5.08  0.49
H 0.42 1.69 3.59  0.50
S 2.29 1.25 1.83  -0.44
C 3.16 0.84 0.45  0.85
N 3.72 0.52 -0.51  -0.72

Properties
E_HOMO in eV: -10.53
LUMO level in hartree: -0.1471
Net charge: +1
Orbital gap in eV: 6.53

---

Most stable: version i. Least stable: version ii.

---

Version i
Formula: C3H5N2O2S
Source: the Open Molecules 2025 dataset
Level of theory: ωB97M-V/def2-TZVPD

Each line ends with the Mulliken charge.
Cartesian coordinates (Å):
C 1.77 1.09 0.08  0.33
C -0.63 -0.88 0.21  0.53
C 0.30 1.49 -0.02  -0.33
N -0.75 0.42 0.00  -0.24
N -1.55 -1.79 0.18  -0.32
O 2.80 1.63 0.02  -0.30
O 1.83 -1.65 -0.81  -0.42
S 1.44 -1.00 0.41  0.33
H 0.09 2.19 0.80  0.33
H 0.18 2.04 -0.96  0.34
H -1.67 0.82 -0.20  0.25
H -1.28 -2.76 0.33  0.26
H -2.52 -1.60 -0.04  0.23

Properties
E_HOMO in eV: -13.18
LUMO level in hartree: -0.1584
Net charge: +1
Orbital gap in eV: 8.87

---

Version ii
Formula: C3H5N2O2S
Source: the Open Molecules 2025 dataset
Level of theory: ωB97M-V/def2-TZVPD

Each line ends with the Mulliken charge.
Cartesian coordinates (Å):
C -3.00 -0.02 0.44  -0.18
C -0.86 -1.20 0.17  -0.11
C 1.06 0.20 -0.31  0.68
N -1.73 -0.31 0.01  -0.18
N 0.52 -0.95 0.10  -0.10
O 0.29 1.18 -0.64  -0.36
O 2.32 0.17 -0.51  -0.32
S -4.38 0.45 -0.41  -0.16
H -2.99 -0.17 1.51  0.33
H -1.11 -2.30 0.09  0.37
H 1.09 -1.72 0.52  0.32
H 0.78 1.87 -1.17  0.38
H 2.64 1.00 -0.79  0.34

Properties
SMILES string: OC(O)=[NH+]/C=N/C=S
E_HOMO in eV: -11.78
LUMO level in hartree: -0.1761
Net charge: +1
Orbital gap in eV: 6.99

---

Most stable: version ii. Least stable: version i.

---

Version i
Formula: C4H12N2OS
Source: the Open Molecules 2025 dataset
Level of theory: ωB97M-V/def2-TZVPD

Each line ends with the Mulliken charge.
Cartesian coordinates (Å):
C -2.78 -0.34 -1.89  -0.94
C 2.01 0.40 2.24  -0.44
C 1.93 1.85 0.45  -0.91
C -1.57 -0.91 0.63  -1.06
N 1.51 -0.30 0.09  -1.02
N 1.87 0.50 0.94  0.71
O -1.20 1.38 -0.68  -0.59
S -1.12 0.00 -1.08  0.60
H -3.24 -1.25 -1.51  0.32
H -2.42 -0.41 -2.96  0.30
H -3.30 0.55 -1.69  0.31
H 1.96 1.16 2.91  0.28
H 2.03 -0.65 2.73  0.22
H 0.90 2.37 0.56  0.30
H 2.66 2.45 1.05  0.39
H 2.18 1.93 -0.63  0.28
H -0.86 -0.39 1.22  0.28
H -2.59 -0.83 0.88  0.43
H -1.25 -1.94 0.61  0.32
H 1.26 -1.24 0.58  0.21

Properties
E_HOMO in eV: -7.85
LUMO level in hartree: 0.0327
Net charge: 0
Orbital gap in eV: 8.74

---

Version ii
Formula: C4H12N2OS
Source: the Open Molecules 2025 dataset
Level of theory: ωB97M-V/def2-TZVPD

Each line ends with the Mulliken charge.
Cartesian coordinates (Å):
C -0.32 3.70 0.19  -1.10
C 1.24 -2.07 0.75  -0.97
C 0.34 -2.73 -0.18  -0.37
C -0.90 -2.03 0.00  0.08
N 0.11 1.41 -1.16  -0.49
N -1.36 -1.15 -0.83  -0.67
O 0.48 1.23 1.25  -0.63
S -0.54 1.75 0.34  0.51
H -1.29 4.20 -0.01  0.31
H 0.01 3.75 1.18  0.35
H 1.12 -1.02 0.80  0.16
H 1.28 -2.53 1.66  0.39
H 2.24 -2.01 0.35  0.31
H 0.27 -3.76 0.02  0.29
H 0.75 -2.71 -1.22  0.28
H 0.40 3.98 -0.49  0.41
H -1.31 -2.41 0.96  0.26
H -0.09 2.28 -1.61  0.30
H -0.30 0.65 -1.63  0.31
H -2.13 -0.53 -0.37  0.26

Properties
E_HOMO in eV: -8.96
LUMO level in hartree: 0.0305
Net charge: 0
Orbital gap in eV: 9.79

---

Most stable: version ii. Least stable: version i.

---

Version i
Formula: C22H22ClN3O4
Source: the Open Molecules 2025 dataset
Level of theory: ωB97M-V/def2-TZVPD

Each line ends with the Mulliken charge.
Cartesian coordinates (Å):
O -1.41 -3.76 -1.94  -0.80
C -0.95 -2.79 -1.34  0.71
C -1.69 -1.68 -0.80  -0.17
C -3.03 -1.53 -1.10  0.20
O -3.65 -2.49 -1.77  -0.61
H -2.99 -3.22 -1.98  0.44
C -3.87 -0.35 -0.85  0.07
C -4.99 -0.18 -1.67  -0.63
C -5.82 0.91 -1.52  -0.69
C -5.54 1.85 -0.54  0.38
C -4.44 1.69 0.29  -1.01
C -3.61 0.60 0.14  0.01
H -2.78 0.49 0.82  0.68
H -4.24 2.42 1.06  0.44
Cl -6.57 3.22 -0.34  -0.21
H -6.68 1.04 -2.17  0.43
H -5.20 -0.91 -2.44  0.43
C -0.73 -0.80 -0.06  0.34
N 0.56 -1.31 -0.46  0.44
C 0.52 -2.50 -1.11  0.32
O 1.48 -3.16 -1.44  -0.68
C 1.79 -0.68 -0.06  -1.10
H 2.58 -1.43 -0.18  0.55
H 1.74 -0.39 0.99  0.14
C 2.10 0.55 -0.92  -0.60
N 3.35 1.16 -0.50  0.17
C 3.42 2.58 -0.80  -0.53
C 4.71 3.15 -0.21  -0.67
O 5.85 2.49 -0.71  -0.38
C 5.78 1.11 -0.45  -0.75
C 4.52 0.49 -1.05  -0.43
H 4.48 -0.57 -0.81  0.31
H 4.55 0.60 -2.15  0.34
H 6.67 0.67 -0.89  0.36
H 5.78 0.94 0.63  0.35
H 4.82 4.20 -0.46  0.36
H 4.67 3.04 0.89  0.35
H 2.56 3.09 -0.36  0.41
H 3.42 2.76 -1.89  0.31
H 1.30 1.28 -0.77  0.33
H 2.11 0.26 -1.98  0.23
C -0.88 -0.97 1.45  0.60
N -1.18 0.12 2.14  -0.58
C -1.29 0.02 3.46  -0.52
C -1.11 -1.17 4.15  -0.47
C -0.79 -2.30 3.42  -0.66
C -0.67 -2.21 2.04  -0.40
H -0.43 -3.07 1.44  0.41
H -0.64 -3.25 3.92  0.43
H -1.21 -1.20 5.22  0.40
H -1.54 0.94 3.97  0.42
H -0.83 0.26 -0.31  0.54

Properties
SMILES string: O=C1C(=O)N(CCN2CCOCC2)[C@H](c2ccccn2)/C1=C(/O)c1ccc(Cl)cc1
E_HOMO in eV: -8.97
LUMO level in hartree: -0.0281
Net charge: 0
Orbital gap in eV: 8.20

---

Version ii
Formula: C22H22ClN3O4
Source: the Open Molecules 2025 dataset
Level of theory: ωB97M-V/def2-TZVPD

Each line ends with the Mulliken charge.
Cartesian coordinates (Å):
O -0.47 -4.01 2.07  -0.80
C -0.40 -2.80 1.91  0.51
C -0.42 -2.11 0.64  -0.07
C -0.25 -2.81 -0.53  0.00
O -0.28 -4.13 -0.50  -0.62
H -0.39 -4.44 0.44  0.44
C 0.08 -2.23 -1.84  0.11
C 0.79 -3.04 -2.73  -0.59
C 1.20 -2.56 -3.96  -0.72
C 0.89 -1.26 -4.32  0.34
C 0.16 -0.45 -3.46  -0.90
C -0.24 -0.93 -2.23  0.13
H -0.83 -0.29 -1.59  0.80
H -0.09 0.56 -3.75  0.44
Cl 1.40 -0.64 -5.84  -0.21
H 1.75 -3.19 -4.64  0.44
H 1.04 -4.05 -2.44  0.44
C -0.43 -0.63 0.92  1.40
N -0.11 -0.57 2.33  0.32
C -0.16 -1.75 2.98  0.41
O -0.02 -1.92 4.17  -0.69
C 0.18 0.69 2.97  -0.89
H 0.22 0.50 4.04  0.55
H -0.62 1.40 2.75  0.28
C 1.54 1.25 2.51  -1.19
N 1.54 1.57 1.09  0.81
C 2.85 1.50 0.47  -0.92
C 2.67 1.65 -1.04  -0.14
O 2.05 2.87 -1.37  -0.50
C 0.79 2.97 -0.74  -0.25
C 0.92 2.84 0.78  -0.87
H -0.07 2.89 1.22  0.40
H 1.52 3.68 1.17  0.38
H 0.40 3.95 -1.01  0.44
H 0.11 2.19 -1.10  -0.04
H 3.64 1.66 -1.55  0.42
H 2.07 0.81 -1.42  -0.10
H 3.30 0.53 0.69  0.47
H 3.52 2.30 0.84  0.35
H 2.30 0.49 2.69  0.41
H 1.78 2.13 3.13  0.40
C -1.82 -0.04 0.70  0.27
N -1.93 0.88 -0.24  -0.18
C -3.11 1.44 -0.45  -0.54
C -4.25 1.10 0.27  -0.72
C -4.13 0.13 1.25  -0.65
C -2.89 -0.45 1.48  -0.80
H -2.76 -1.21 2.24  0.45
H -4.99 -0.17 1.84  0.44
H -5.19 1.58 0.07  0.42
H -3.14 2.18 -1.23  0.47
H 0.30 -0.05 0.35  -0.34

Properties
SMILES string: O=C1C(=O)N(CCN2CCOCC2)[C@H](c2ccccn2)/C1=C(/O)c1ccc(Cl)cc1
E_HOMO in eV: -8.70
LUMO level in hartree: -0.0246
Net charge: 0
Orbital gap in eV: 8.03

---

Most stable: version ii. Least stable: version i.